# C4H6O2S

A single C4H6O2S molecule at a distorted geometry (the ωB97M-V functional and the def2-TZVPD basis, the OMol25 dataset).

Properties
calculated total energy	-19170.0390	eV
multiplicity	1
LUMO	0.07	eV
frontier orbital gap	8.31	eV
energy relative to the best compared isomer or geometry (same formula, charge and spin)	508.2	kJ/mol
HOMO energy	-8.24	eV

Element x y z (Å)
O -1.1595 -0.9232 1.6448
C -1.4773 -0.7864 0.2125
H 0.0773 -1.6228 -1.2587
C 1.1274 -0.0849 -0.0704
C 0.3657 1.0951 0.5892
H 1.9864 0.4465 -0.4992
C 0.2561 -0.4804 -1.2243
O 0.0086 0.2106 -2.2076
S -1.2022 0.6318 1.2887
H 1.4983 -0.7563 0.6319
H -2.5868 -1.0755 0.0265
H 0.1189 1.7163 -0.2984
H 0.9871 1.6292 1.1648

These are the Löwdin partial charges, in e, on atoms 1 to 8: -0.428 -0.257 0.122 -0.171 -0.366 0.130 -0.430 -0.017

---

# C28H61F3N8O10

9 unconnected molecules or ions with the total composition C28H61F3N8O10 at a distorted geometry (the ωB97M-V functional and the def2-TZVPD basis, the OMol25 dataset).

Properties
calculated total energy	-70571.2887	eV
multiplicity	1
LUMO	0.33	eV
structure (SMILES)	CCOC(=O)C(F)(F)F.CN(C)C=O.CN(C)C=O.CN(C)C=O.CN(C)C=O.CN(C)C=O.CN(C)C=O.CN(C)C=O.CN(C)C=O
frontier orbital gap	9.55	eV
HOMO energy	-9.22	eV

Element x y z (Å)
H -1.8075 2.5064 3.5890
H -0.3568 3.7714 0.0398
H -4.2689 -2.1708 4.1740
H 1.6069 -1.7120 4.7340
N 3.4873 1.5426 -1.8217
H 2.6158 1.1028 -0.0103
C 5.6887 -6.0043 -2.3900
H 2.0486 -2.6289 1.1126
H -2.4037 0.2255 6.1310
O -4.6550 -2.2475 1.0776
H 0.0350 6.9379 2.3060
H -2.4313 0.8203 0.5791
O -0.9333 -1.0925 5.7049
H 2.7357 -7.3607 -2.2612
N 4.3426 -5.9780 -2.2538
H 3.0684 0.1789 3.6962
C 3.3481 1.7509 -0.3556
F -1.2971 -1.6009 -3.2191
H -1.3117 -3.2327 3.6530
C -4.7740 -0.4680 -2.1063
H -3.8102 -0.0585 -1.6677
H 0.2633 1.4334 -3.2787
N -3.0814 -2.8805 2.5995
C 3.3716 -0.5172 2.8447
H 4.3183 1.5784 0.1296
H 0.3381 -0.4861 0.8175
H -0.5659 6.6821 0.0506
H 0.0973 5.5105 3.2981
C -1.2431 -2.4840 -2.2715
H -6.6256 -1.1135 -3.9739
C -1.7558 2.3172 4.6874
C 4.4600 2.3267 -2.4724
C 3.6717 -4.8131 -1.5423
C -0.2367 2.0367 -4.0411
H 3.0266 2.7923 -0.1313
H -1.3746 3.1682 5.1621
H -0.1354 0.1027 3.4217
H 1.1511 6.8361 0.0474
H 0.8324 0.3240 4.8057
H -3.5497 -0.9444 3.0380
F -2.4661 -3.1315 -2.1756
H -7.1601 0.3903 -3.4097
H -1.0087 4.1241 -5.3964
C 1.0116 3.8550 -2.9111
H -1.2165 1.0662 1.9368
C -0.4387 0.1548 0.3305
O -0.1801 3.1494 2.0058
C -3.4222 -1.8620 3.5306
C 0.4915 5.9307 2.3979
H -0.0514 1.0636 -0.0794
O 1.9767 -0.1758 -1.8896
C -4.2495 1.1818 -3.8106
H -1.5266 -4.2119 2.2172
N -1.0564 1.0440 4.8652
H 4.5733 1.8180 -3.3814
H -3.3931 1.3837 -3.0902
C -2.0674 -3.7580 3.0139
O 6.2600 -6.9629 -2.9588
H -6.5281 0.3571 -4.9670
O 4.1929 -0.1937 2.0133
O 1.2361 5.0734 -2.7047
H 3.8136 -2.6595 1.2677
C -0.6285 4.5258 -4.4156
C -1.4717 0.0146 5.6459
C -6.3597 -0.0758 -3.9500
H 5.4145 2.4231 -1.9500
N 0.2614 5.2243 1.1863
C -1.6375 0.4066 1.2020
H 3.0280 0.4223 -3.4518
H 4.0255 -7.8871 -3.1549
H -0.0559 1.6218 -5.0215
H -1.5976 4.6841 -3.7929
C 3.5237 -6.9824 -2.9271
H 0.6049 1.6607 3.8447
C 1.5354 -1.9477 3.7071
H 6.3746 -5.2641 -1.9468
H 1.2593 3.0164 -2.3207
O -0.8009 -0.5952 -0.8719
N 2.7553 -1.7613 2.8669
C 0.3141 6.0977 0.0318
H -1.9458 -0.5169 1.6725
C -0.8946 -1.9275 -0.8503
H -4.6036 -1.5375 -2.2718
H -1.3335 2.0252 -3.8464
H 2.8152 -3.7153 2.2432
H 0.5129 5.5646 -0.9160
H 0.7385 -1.3318 3.2296
F -0.4200 -3.4358 -2.5818
C -3.7028 -2.9675 1.4109
H 2.9380 -4.2711 -2.2010
N -5.0865 0.2620 -3.2904
C -0.0984 3.9262 1.0736
H -5.3804 -0.3805 -1.2299
N 0.1592 3.4308 -3.8543
H 3.0479 -5.1899 -0.6876
H 1.6220 5.9908 2.5500
C 2.8558 -2.7238 1.8132
O -4.2665 1.6836 -4.9211
C 2.7995 0.5785 -2.4102
H 4.0283 3.3004 -2.5366
H 1.2219 -2.9464 3.7292
H -3.3087 -3.6695 0.6644
H 4.5072 -4.1568 -1.1865
H 0.0051 5.4067 -4.4371
H -2.4111 -4.6081 3.6737
H -2.6477 -1.8588 4.3158
O -0.7068 -2.6419 0.0868
H -2.7597 2.2474 5.0576
C 0.1167 0.7700 4.1640
H 2.9719 -6.6792 -3.8516

These are the Löwdin partial charges, in e, on atoms 1 to 8: 0.082 0.128 0.112 0.072 -0.187 0.037 -0.320 0.074

---

# C4H5NOS

2 unconnected molecules or ions with the total composition C4H5NOS at a distorted geometry (the ωB97M-V functional and the def2-TZVPD basis, the OMol25 dataset).

Properties
calculated total energy	-18595.5861	eV
multiplicity	1
LUMO	-2.15	eV
frontier orbital gap	7.37	eV
energy relative to the best compared isomer or geometry (same formula, charge and spin)	611.0	kJ/mol
HOMO energy	-9.52	eV

Element x y z (Å)
H 1.4278 0.1671 1.2103
H 1.7294 -1.5344 1.0864
S -3.0065 -0.6545 -0.4583
H -2.2577 1.6577 1.4472
H -0.4297 -1.3604 -0.6069
N 1.6204 -0.6469 -0.9157
C 0.2533 -0.6188 -0.3512
C -1.9589 0.7040 0.3649
C 1.3198 -0.6884 0.5578
O -0.1485 1.9182 -0.6508
H 2.0138 0.2911 -1.4730
C -0.5631 0.7652 -0.2106

These are the Löwdin partial charges, in e, on atoms 1 to 8: 0.108 0.104 0.529 0.222 0.059 0.036 -0.317 -0.359

---

# C4H37NO15

15 unconnected molecules or ions with the total composition C4H37NO15 at a distorted geometry (the ωB97M-V functional and the def2-TZVPD basis, the OMol25 dataset).

Properties
total charge	-1
expectation value of S²	0.751
calculated total energy	-36951.2271	eV
multiplicity	2
LUMO (spin up / spin down)	2.23 / 2.09	eV
frontier orbital gap (spin up / spin down)	2.21 / 9.68	eV
energy relative to the best compared isomer or geometry (same formula, charge and spin)	0.0	kJ/mol
HOMO energy (spin up / spin down)	0.02 / -7.58	eV

Element x y z (Å)
H -1.2080 2.7287 2.9303
H -4.3970 1.7035 -1.9800
N -0.3077 0.1940 2.2532
O -3.8228 -3.2938 2.9860
O 2.8426 -1.3033 2.6153
O 0.5165 -5.5491 0.6662
H 1.8149 2.3174 -2.5999
H 1.3413 3.4805 3.8225
O -1.2183 1.7681 -3.6317
O 3.6209 -1.1923 -4.1165
H 4.1190 1.4355 -3.2198
H 3.1282 -2.2344 2.5511
H -2.0545 -0.9171 -1.6387
H 0.4992 -4.6575 1.0303
H 2.3487 -1.3458 1.7677
H -2.9287 3.9911 -1.6647
C 0.2794 1.0960 1.4689
H -0.7105 4.2708 2.1814
O 3.3252 1.1499 -2.7440
H -1.7943 5.0058 -1.2702
H 3.6039 -0.3517 -4.5750
C -0.7762 3.1825 2.0345
O 1.2654 -0.6074 4.5105
H 0.8335 -0.4531 -0.8220
H -3.6544 -2.8124 2.1570
H -0.4886 -0.7813 2.0766
H 1.1855 1.6980 3.9272
H 2.7657 -1.6140 -4.3245
O 0.9473 2.4105 -2.2046
O 1.0250 -1.0930 -1.5452
H 1.1553 -1.0264 5.3702
H -3.2343 -2.7781 3.5454
O -3.6161 1.1399 -1.9651
H -4.7801 -2.7682 -0.9540
H 0.2776 -5.4150 -0.2565
H -3.3306 -3.4228 -0.5954
H 2.5351 -3.8394 -2.1180
H -1.7878 1.3979 -2.9448
C 0.5893 2.5392 1.9176
C 1.3298 2.5632 3.2701
H -1.5830 3.0360 1.2889
H -3.6765 0.9512 -1.0164
O 0.6715 0.9256 0.3053
H 2.0380 -1.0016 4.0136
O -1.9144 -1.7912 -1.2693
H 1.4827 -3.8515 -3.2260
H -0.6175 0.5805 3.1295
O 1.8294 -4.3679 -2.4955
H -1.0366 -2.0699 -1.5716
O -2.7429 4.8144 -1.2071
H 2.4149 2.4364 3.0183
H -0.3940 2.1589 -3.2892
O -4.1813 -3.0983 -0.2776
H 0.7972 2.1620 -1.2833
H 1.3041 2.8898 1.1733
H 0.9248 -0.5647 -2.3436
H 3.4438 0.1741 -2.8606

These are the Löwdin partial charges, in e, on atoms 1 to 8: 0.072 0.042 0.206 -0.100 -0.134 -0.116 0.009 0.062